A 11-piece molecular cluster, C66H161N11O17 overall at a distorted geometry. Source: the Open Molecules 2025 dataset; level of theory: wB97M-V/def2-TZVPD.

SMILES string: CC1(C)CCCC(C)(C)N1O.CC1(C)CCCC(C)(C)N1O.COC[C@H](C)N.COC[C@H](C)N.COC[C@H](C)N.COCCNCCOC.COCCNCCOC.COCCNCCOC.COCCNCCOC.COCCNCCOC.COCCNCCOC
HOMO (eV): -7.779
LUMO level (eV): 0.5
Electronic energy (Ha): -4492.1081
Energy relative to the best compared isomer or geometry (same formula, charge and spin) (kcal/mol): 31.2
Spin multiplicity: 1
Strongest force on any atom (eV Å⁻¹): 3.15
Kohn-Sham gap (eV): 8.2

Geometry as XYZ:
```
255
Properties=species:S:1:pos:R:3:forces:R:3:mulliken_charge:R:1
O -1.575 -7.563 0.087 0.234 -0.218 -1.349 -0.376
O 7.030 2.265 -3.254 -0.226 1.418 0.290 -0.492
O 9.251 -2.534 2.617 -0.319 -0.013 -0.186 -0.231
O 0.810 0.728 6.013 -0.126 0.503 0.039 -0.500
O -8.082 -3.566 4.634 0.435 -0.508 0.167 -0.365
O 3.250 -3.477 5.470 2.397 -0.783 -0.482 -0.424
O 1.884 -2.522 -0.458 -0.297 0.064 -0.282 0.630
O 4.049 -0.009 2.783 1.080 -0.070 0.803 0.168
O 1.052 5.243 6.138 -0.518 -1.013 -0.679 -0.293
O -0.521 2.447 -2.998 -1.003 -0.480 0.879 0.262
O 0.632 -0.531 -5.940 -0.079 0.185 -1.673 -0.506
O -3.179 -5.806 -4.767 -0.284 -0.125 -0.138 -0.418
O -6.164 -3.888 -0.590 1.749 0.427 0.405 -0.447
O -2.343 0.147 -0.991 -1.136 -0.223 0.000 2.184
O -5.508 -1.151 1.986 0.485 -1.981 0.416 0.178
O -4.293 6.671 1.777 -1.355 -0.007 -0.128 -0.573
O 8.213 0.397 -0.072 -1.574 0.047 1.291 -0.382
N 5.477 -0.187 -0.037 -0.391 0.637 -0.430 0.939
N -4.414 5.610 0.811 0.054 0.663 1.665 0.302
N -0.579 -1.239 1.175 -1.352 -1.277 -0.173 0.194
N -0.786 -0.270 -3.493 -0.773 0.488 -1.125 0.247
N -7.831 -1.113 3.488 2.050 0.259 0.744 -0.193
N 6.661 -2.715 4.232 -1.363 0.450 0.318 -0.119
N 0.604 2.934 -3.628 0.373 0.176 -2.204 0.262
N 1.414 3.005 4.463 -0.276 0.644 -2.245 -0.189
N -2.505 -2.969 -1.087 -1.214 0.120 -0.250 0.603
N 5.136 0.782 -5.088 -0.114 -1.381 0.480 -0.419
N -1.356 -6.091 -2.250 0.031 -0.361 0.694 0.046
C 6.231 2.793 -2.182 0.842 0.843 -1.536 -0.196
C 0.791 4.262 3.993 -0.963 -1.319 1.039 -0.350
C 1.644 3.373 -2.713 -2.489 -0.206 0.793 1.844
C -3.833 -5.099 -5.813 -0.032 -0.278 0.078 -0.816
C -3.141 6.830 -0.852 0.933 -0.434 2.510 -2.266
C -1.627 -7.156 1.381 -0.255 1.273 2.148 -0.632
C -9.120 -1.614 3.737 -2.772 0.960 -0.282 -0.758
C -3.338 1.138 -1.295 0.477 -0.022 0.922 -0.349
C -0.563 2.842 -5.744 -1.816 2.064 -1.015 -1.682
C 9.070 -2.818 3.992 2.319 1.500 0.720 -0.674
C 3.698 0.608 1.594 -1.037 -1.231 -1.222 0.720
C 0.185 3.771 -4.803 -0.067 -0.011 0.449 1.920
C 0.220 -2.484 -3.778 0.268 -1.778 -1.112 -1.783
C -5.656 3.972 -1.156 -0.586 -0.796 2.988 -1.073
C -4.550 -2.592 -2.591 -0.672 1.838 1.123 -1.637
C 4.217 -2.640 4.830 -0.530 0.556 0.559 0.548
C 0.476 -2.196 1.521 0.502 0.714 -1.162 -0.730
C -7.645 -0.323 2.294 0.151 -0.274 -0.502 -0.996
C -0.970 -5.810 -3.678 0.917 -0.718 2.549 -1.041
C 1.700 6.141 6.975 1.176 0.291 -0.586 -0.747
C 6.425 -1.103 0.504 1.769 0.922 1.479 -0.698
C 10.469 -1.852 2.340 -0.709 0.970 -0.151 -0.790
C -6.181 0.044 2.045 -0.289 1.142 1.298 -0.300
C -5.541 3.548 0.400 1.481 -0.590 -0.260 -0.361
C -4.130 -1.087 2.192 0.522 -0.463 -1.317 -1.009
C 7.822 -3.515 4.391 0.595 -2.314 -0.168 -0.474
C -7.686 -4.909 4.326 -0.562 0.300 0.896 -0.339
C -0.786 4.969 -4.395 0.321 -0.468 -2.181 -2.143
C -5.601 7.287 -0.773 -0.280 -1.347 0.344 -1.820
C 2.045 2.107 -1.917 0.385 0.102 0.574 -0.200
C -1.397 0.689 -0.092 0.866 1.643 -0.858 -1.104
C -6.847 5.321 1.570 0.914 0.751 0.407 -1.741
C -6.697 -4.034 0.712 -0.134 -2.102 -0.165 -0.783
C 0.988 0.617 4.604 -0.395 0.596 -0.361 1.056
C 4.293 0.893 3.842 -1.368 0.470 -0.217 -1.229
C -9.129 -3.102 3.795 -0.280 -1.017 1.138 -0.344
C 1.325 -0.380 -4.751 -0.436 -0.783 1.793 -0.260
C 6.931 0.904 -3.269 -0.172 -2.554 0.504 -0.768
C 0.428 -1.007 -3.652 1.837 -0.078 1.173 2.581
C -5.443 4.752 1.392 -0.167 -2.017 -1.119 1.530
C 5.566 0.303 -3.760 1.098 -0.269 1.093 2.121
C 5.435 -3.473 4.461 -0.491 -1.440 0.193 -0.968
C 1.162 4.414 -1.667 1.788 0.631 -0.898 -2.239
C 2.764 3.885 -3.516 1.051 -0.635 -1.918 -1.165
C -2.763 -7.357 -0.629 0.579 -0.076 -1.777 0.274
C -4.588 4.989 -1.441 -0.458 -0.241 0.164 -0.849
C 1.940 -3.088 5.526 -0.773 0.932 1.042 -0.176
C 1.524 -0.254 -7.009 0.409 -0.755 0.217 -0.690
C 9.457 0.642 -0.589 1.027 -0.857 -0.513 -0.618
C 2.506 -3.415 -1.338 1.972 -0.358 -0.864 -0.699
C -4.032 -2.741 -1.169 1.933 -1.519 0.238 1.812
C 1.023 -3.171 0.459 -1.056 -0.112 0.117 -0.602
C 1.302 5.421 4.734 0.462 1.888 1.676 -0.865
C 1.430 4.177 -5.594 0.122 1.913 0.609 -1.230
C 0.746 1.894 3.760 -0.490 -0.316 1.669 -0.657
C -4.486 6.194 -0.505 -0.483 -0.028 -2.031 1.965
C 7.772 -0.950 -0.213 -0.521 0.872 -0.650 -0.839
C 4.084 -0.251 0.377 -0.715 1.525 -1.286 -0.281
C 2.447 4.895 -4.659 0.841 -1.548 -0.435 -1.291
C -2.383 -7.152 -2.101 2.165 -0.760 0.286 -1.041
C -0.229 -0.231 0.162 -0.230 -0.246 1.814 1.901
C -4.686 -3.957 -0.491 -0.810 0.880 -0.396 -0.932
C -2.037 -5.070 -4.393 -0.246 0.822 -0.738 0.212
C 5.786 -1.235 -3.778 -0.257 -0.122 -0.969 -1.660
C -4.921 4.183 2.773 0.134 2.534 -0.442 -1.796
C -0.373 1.365 6.523 -0.268 -0.466 -1.669 -0.540
H 1.287 7.128 6.850 0.019 0.812 -0.307 0.305
H -6.263 -3.323 1.387 0.189 0.450 0.533 0.442
H 6.687 -1.493 -4.362 -0.417 0.233 -0.334 0.455
H 6.712 -0.914 1.578 -0.502 -0.046 -0.451 -0.301
H -1.368 -0.442 -4.321 -0.186 0.158 0.653 0.305
H 0.191 -3.691 -0.039 -0.180 0.469 -0.420 -0.251
H -8.367 0.499 2.296 0.458 0.240 0.022 0.520
H 1.129 -3.120 -3.878 -0.060 0.831 0.278 0.414
H 2.385 5.590 4.619 -0.085 -0.367 -0.235 0.406
H -7.406 4.534 2.042 -0.669 -0.155 0.112 0.450
H 1.512 -4.015 0.924 0.755 -0.094 0.607 0.816
H 5.548 -4.205 5.284 0.317 0.652 0.048 0.562
H -4.318 -4.053 0.552 -0.449 0.073 -0.470 0.432
H -0.269 -2.700 -4.728 -0.570 -0.049 0.015 0.607
H 2.022 0.339 4.492 0.182 -0.440 -0.046 -0.978
H -0.371 2.034 3.708 0.665 0.162 -0.032 0.443
H 7.754 0.455 -3.861 -0.336 0.532 -0.121 0.380
H -1.310 0.733 6.284 1.254 0.976 0.446 0.206
H 5.242 1.353 3.849 1.425 0.487 -0.587 0.278
H -0.597 -6.344 -1.554 -0.849 0.506 -1.706 0.245
H -6.409 -5.101 1.022 -0.739 1.302 0.178 0.295
H -5.495 7.917 -1.646 0.634 -0.271 -0.523 0.433
H -7.105 -1.840 3.635 -0.761 0.879 -0.304 0.240
H -2.868 2.082 -1.537 0.406 0.324 -0.416 -0.256
H -3.927 1.367 -0.404 -0.189 -0.364 0.023 -0.422
H 3.706 -2.156 3.969 0.634 0.047 0.396 -0.372
H -0.313 4.123 4.173 0.579 0.653 -0.317 0.255
H 9.453 0.536 -1.687 0.118 0.567 0.086 0.222
H 0.875 -0.922 -2.659 0.876 0.445 -0.154 -1.317
H 2.594 0.727 1.645 0.394 0.318 -0.511 -1.233
H -4.351 -4.803 -1.061 -0.023 -0.813 -0.202 0.292
H -3.000 7.695 -0.163 0.348 -0.452 -0.666 0.574
H -4.601 2.923 0.582 -0.709 1.078 -0.631 -0.433
H -5.588 7.978 0.045 -0.251 0.258 0.727 0.413
H -5.747 0.752 2.775 -0.261 -0.500 0.560 0.451
H 5.205 2.547 -2.375 -0.724 -0.017 0.225 -0.108
H -3.878 -0.855 3.193 0.201 0.513 1.278 0.664
H -3.232 -6.430 -0.310 -0.254 -0.036 0.315 -0.345
H 4.896 -1.721 -4.243 0.650 0.178 0.324 0.383
H -0.022 1.954 -5.973 0.262 -0.827 0.074 0.164
H -1.472 -1.756 0.937 1.461 0.774 -0.063 -0.273
H 1.313 -1.600 1.855 0.588 0.293 0.159 -0.256
H 7.695 -1.091 -1.275 -0.406 -0.548 -0.789 0.305
H -6.707 4.247 -1.359 0.558 0.181 -0.082 0.467
H 2.375 -0.937 -6.897 0.189 0.258 -0.135 0.335
H -6.274 2.808 0.749 -0.519 0.562 -0.333 0.713
H 5.601 0.187 -5.786 -0.240 0.769 0.224 0.300
H -2.282 6.105 -0.799 -0.795 0.531 0.572 0.312
H -2.382 -4.193 -3.798 0.489 -0.334 -0.310 -0.042
H 6.570 2.406 -1.247 0.231 -0.361 0.813 0.115
H -3.992 0.854 -2.104 0.000 -0.540 -0.233 0.533
H 7.084 0.502 -2.234 -0.194 0.292 -0.638 0.197
H 6.016 -2.089 0.483 -0.051 -0.899 -0.336 0.715
H 3.518 4.091 -2.776 0.735 0.836 -0.167 0.528
H 10.462 -1.787 1.243 0.558 -0.144 0.362 0.116
H -1.863 -7.984 2.032 -0.371 -0.293 0.468 0.294
H 2.750 2.502 -1.125 -0.374 -0.995 -0.736 0.720
H 0.826 6.369 4.415 -0.034 -0.336 -0.065 0.448
H 1.472 5.899 8.004 0.340 -0.487 0.199 0.236
H 1.108 -0.444 -7.975 -0.863 -0.306 -0.395 0.308
H -5.501 3.343 3.048 -0.838 -0.823 0.408 0.357
H -0.333 -2.945 -2.946 -0.074 0.434 -0.210 -0.070
H 5.297 1.764 -5.259 0.323 -0.013 0.122 0.270
H -0.325 5.916 -4.179 0.545 0.288 0.197 0.303
H 10.200 -0.090 -0.244 -0.026 -0.127 0.132 0.222
H -7.334 5.738 0.695 0.002 -0.484 -0.278 0.246
H 4.840 0.488 -2.926 0.097 0.134 -1.021 -1.196
H -4.237 -1.893 -0.537 -0.061 0.664 -0.084 -0.768
H -6.596 6.820 -0.876 0.383 0.233 0.246 0.253
H -1.548 5.183 -5.184 0.814 -0.228 0.058 0.427
H 0.646 5.299 -1.999 -0.188 0.201 -0.760 0.345
H -3.083 7.149 -1.840 -0.406 0.894 -1.788 0.497
H -3.658 -0.370 1.512 0.042 0.156 0.002 0.050
H -9.834 -1.350 2.890 0.787 -0.281 0.588 0.322
H 1.145 1.697 -1.393 0.779 0.385 -0.413 -0.340
H -2.084 -2.244 -1.673 -0.106 -0.174 0.341 -0.720
H -0.588 1.469 -3.227 0.178 0.567 0.018 0.101
H 1.078 1.750 2.705 0.070 0.185 0.857 -0.142
H 6.019 -1.739 -2.836 -0.535 0.608 0.318 0.223
H 3.470 0.170 -0.489 0.607 -0.344 0.949 -1.224
H -4.947 4.984 3.588 -0.052 -1.164 -1.117 0.340
H 0.110 -0.689 -0.757 0.400 0.093 -0.425 -0.498
H -8.965 -3.515 2.811 -0.135 -0.179 -0.559 0.127
H 1.677 -2.298 4.809 -0.026 -0.288 -0.221 -0.125
H 2.819 -2.920 -2.313 -0.511 -0.193 1.326 -0.099
H 0.321 -0.132 4.209 -0.208 -0.689 -0.227 0.461
H 1.085 4.808 -6.449 0.345 -0.137 0.696 0.432
H 10.450 -0.787 2.710 -0.118 -0.864 -0.073 0.312
H 1.903 3.327 -6.053 0.160 -0.679 -0.002 0.206
H -1.827 1.054 0.861 -0.122 -0.368 -0.308 0.456
H -3.674 -2.063 1.970 -0.359 0.141 -0.036 0.128
H 7.734 -4.467 3.795 0.194 0.469 0.153 0.341
H 1.445 0.673 -4.515 0.280 0.360 0.048 -0.031
H 0.578 0.371 0.669 -0.482 -0.406 -0.963 -1.154
H -1.556 2.681 -5.296 0.278 -0.561 -0.375 0.275
H 3.099 3.016 -4.088 0.488 -0.272 0.159 0.135
H -3.385 6.856 1.708 1.879 0.530 0.289 0.373
H -5.418 3.075 -1.701 -0.189 -0.408 -0.509 0.395
H 1.280 2.968 5.463 0.014 -0.279 0.029 0.479
H -5.937 0.543 1.142 -0.713 0.795 -1.476 0.024
H -1.024 1.581 -0.658 0.137 -0.261 0.762 -0.301
H 1.881 0.766 -7.046 0.155 0.500 0.453 0.136
H -0.061 -5.205 -3.640 -0.289 0.508 0.094 0.054
H 7.999 -3.923 5.436 -0.538 0.947 -0.880 0.383
H -3.453 -8.214 -0.603 0.038 0.177 0.448 0.409
H 1.980 5.728 -4.231 -0.582 1.686 0.424 0.475
H 5.831 0.769 -0.026 -0.075 -0.351 0.071 0.127
H 6.617 -2.385 3.274 0.237 0.230 0.073 0.068
H -3.257 -6.898 -2.597 -1.681 0.762 -1.120 0.504
H -0.750 3.413 -6.733 0.262 -0.876 1.438 0.501
H -0.668 -6.766 1.727 0.271 -0.101 -0.280 0.216
H 5.208 -4.177 3.637 -0.044 0.425 -0.197 0.323
H -7.800 -3.913 0.716 0.642 -0.147 -0.287 0.200
H 2.042 4.791 -1.131 -0.077 -0.156 0.126 0.439
H 8.571 -1.574 0.108 0.379 -0.976 0.820 0.732
H 3.465 -3.855 -0.905 -0.995 0.542 -0.210 0.259
H -3.822 -4.021 -5.663 -0.080 0.213 0.369 0.343
H 0.937 4.472 2.949 0.192 -0.387 -0.656 0.272
H -0.175 1.412 7.598 -0.450 0.267 -0.262 0.269
H -2.346 -6.311 1.570 0.343 -0.742 -0.287 0.204
H 9.170 -1.834 4.558 -0.233 -1.016 -0.390 0.295
H 2.315 -0.876 -4.812 -0.314 0.145 0.202 0.262
H 1.897 -4.276 -1.613 -0.409 0.025 0.058 0.239
H -3.901 3.847 2.649 0.341 0.033 -0.057 0.418
H -0.465 2.384 6.023 -0.299 -1.061 1.014 0.194
H -4.530 -3.551 -3.096 0.185 0.080 -0.440 0.278
H 3.750 -1.264 0.414 -0.095 -0.785 0.458 0.628
H -7.486 -4.943 3.265 0.185 -0.423 -0.399 0.000
H -4.688 5.306 -2.444 -0.156 0.725 -1.247 0.645
H 3.382 5.204 -5.218 -0.992 -0.320 0.741 0.410
H -10.074 -3.472 4.233 0.025 0.069 -0.511 0.400
H -9.696 -1.163 4.613 1.154 -0.454 -0.524 0.326
H -4.856 -5.442 -5.806 -0.290 -0.080 -0.298 0.316
H -3.655 4.445 -1.433 0.535 -0.084 0.296 -0.167
H -4.031 -1.718 -3.095 -0.503 -1.293 0.223 0.280
H -3.359 -5.247 -6.796 -0.031 -0.336 0.212 0.292
H -2.206 -3.871 -1.499 -0.511 0.376 0.208 -0.149
H 9.959 -3.428 4.244 -0.417 0.006 0.482 0.354
H -7.879 -0.939 1.433 -0.414 -0.191 -0.685 0.330
H 1.406 -4.018 5.362 -0.815 0.186 -0.006 0.281
H 1.707 -2.658 6.539 -0.050 -0.410 -0.730 0.209
H -2.022 -8.083 -2.621 -0.269 0.337 0.746 0.424
H 0.533 3.948 -0.995 -1.404 -1.043 1.611 0.545
H -6.769 -5.126 4.903 -0.462 0.117 -0.292 0.227
H -1.404 4.689 -3.597 -0.549 -0.624 1.540 0.515
H 9.786 1.590 -0.198 0.082 0.589 -0.412 0.300
H 11.386 -2.318 2.750 -0.535 -0.185 -0.253 0.423
H 0.198 -2.758 2.381 -0.578 -0.581 0.637 0.649
H 2.814 6.157 6.730 -1.156 0.053 0.665 0.281
H 4.173 1.553 1.388 0.239 0.786 0.495 0.737
H 2.471 1.271 -2.564 -0.241 1.258 0.802 -0.780
H -8.480 -5.662 4.600 0.638 0.695 -0.274 0.294
H -1.233 -0.516 -2.619 -0.513 0.025 -0.209 -1.095
H 3.538 1.686 3.925 0.024 -0.008 -0.378 0.386
H -1.630 -4.740 -5.351 0.518 0.507 0.099 0.620
H -0.565 -6.688 -4.171 -0.644 -0.604 -0.476 0.470
H -5.606 -2.295 -2.392 0.447 -0.237 -0.821 0.543
H 4.587 -1.910 5.582 -0.325 0.095 -0.598 0.140
H 6.381 3.876 -2.218 -0.181 -0.169 0.123 0.400
H 4.223 0.370 4.749 -0.057 -1.034 1.211 0.228
H -6.743 6.150 2.247 -0.278 0.405 0.556 0.460
```
Forces are in eV/Å.